{"formula": "C4H6N2O", "method": "ωB97M-V with the def2-TZVPD basis set", "homo_energy_ev": -10.395, "lumo_ev": 0.222, "relative_energy_kcal_mol": 49.2, "spin_multiplicity": 1, "species": ["C", "C", "N", "H", "H", "C", "H", "O", "C", "H", "H", "H", "N"], "coordinates": [[0.847947, -0.594869, 1.439060], [-0.506245, 0.729265, -0.372090], [-1.503514, -0.786732, -2.246565], [-0.325353, 2.097521, 0.655346], [-0.126193, -0.976800, 1.756289], [0.769449, 0.005649, 0.041613], [1.560464, -1.426830, 1.445650], [0.454760, -0.982036, -0.980059], [-0.722759, -0.374733, -1.357959], [1.699408, 0.538522, -0.205360], [1.197195, 0.129839, 2.186390], [-2.309082, -0.172201, -2.341894], [-1.036076, 1.813405, -0.020421]], "forces_ev_per_a": [[-0.07, -0.07, -0.03], [0.25, 0.14, 0.25], [0.22, 0.16, 0.33], [-0.51, 1.05, 0.48], [0.09, 0.02, -0.05], [0.19, -0.06, 0.19], [-0.10, 0.14, -0.09], [0.01, -0.39, -0.19], [-0.29, -0.31, -0.43], [-0.25, -0.12, -0.10], [-0.13, -0.01, -0.29], [0.09, 0.02, 0.05], [0.48, -0.58, -0.11]]}